# 1
{
  "formula": "C11H15O3Si",
  "method": "ωB97M-V with the def2-TZVPD basis set",
  "relative_energy_kcal_mol": 0.0,
  "fmax_ev_per_a": 5.3,
  "smiles": "C[Si](C)(C)[C@@](O)(C(=O)[O-])c1ccccc1",
  "homo_ev": -4.800,
  "homo_lumo_gap_ev": 8.228,
  "lumo_energy_ev": 3.43,
  "charge": -1,
  "species": ["C", "Si", "C", "C", "C", "O", "C", "O", "O", "C", "C", "C", "C", "C", "C", "H", "H", "H", "H", "H", "H", "H", "H", "H", "H", "H", "H", "H", "H", "H"],
  "positions_angstrom": [[2.8342, -0.9738, -0.8548], [1.2861, -0.2016, 0.0283], [0.7831, 1.5004, -0.8930], [1.5140, 0.1178, 1.8944], [-0.1679, -1.3590, -0.4218], [0.0623, -1.7160, -1.7421], [-0.1650, -2.6504, 0.4222], [-0.1472, -2.5142, 1.6351], [-0.0756, -3.6642, -0.3100], [-1.6550, -0.6869, -0.1268], [-1.9596, -0.2519, 1.1460], [-3.1335, 0.3928, 1.3715], [-4.0542, 0.5664, 0.3302], [-3.6993, 0.1630, -0.9834], [-2.4680, -0.4375, -1.1883], [2.4287, -1.5309, -1.6237], [3.4148, -0.2562, -1.2440], [3.4195, -1.6634, -0.1374], [0.1315, 1.8864, -0.2524], [1.6901, 2.0768, -0.9990], [0.3198, 1.2183, -1.7616], [2.6707, 0.2397, 2.1012], [0.9723, 0.9468, 2.3072], [1.0982, -0.6690, 2.4611], [0.1283, -2.7957, -1.4390], [-1.2570, -0.3762, 1.8863], [-3.4330, 0.8502, 2.2450], [-5.0042, 1.0567, 0.3535], [-4.1662, 0.3324, -1.9195], [-1.9404, -0.7089, -2.2027]]
}

# 2
{
  "formula": "C11H15OP",
  "method": "ωB97M-V with the def2-TZVPD basis set",
  "relative_energy_kcal_mol": 0.0,
  "fmax_ev_per_a": 4.1,
  "smiles": "CC1=C[P@@](C)(=O)[C@@H]2C(C)=CC=C[C@H]12",
  "homo_ev": -8.285,
  "homo_lumo_gap_ev": 8.881,
  "lumo_energy_ev": 0.60,
  "charge": 0,
  "species": ["C", "C", "C", "P", "C", "O", "C", "C", "C", "C", "C", "C", "C", "H", "H", "H", "H", "H", "H", "H", "H", "H", "H", "H", "H", "H", "H", "H"],
  "positions_angstrom": [[-3.3515, -0.1945, -0.7979], [-1.9005, -0.5273, -0.4757], [-1.5323, -1.6747, 0.1251], [0.2395, -1.7116, 0.2479], [0.9063, -1.1840, 1.9134], [0.8584, -2.9777, -0.2463], [0.4401, -0.2258, -0.9130], [1.7303, 0.5576, -0.7065], [2.9456, 0.0076, -1.4492], [1.6906, 1.5602, 0.1913], [0.4917, 1.8590, 0.7965], [-0.6913, 1.3516, 0.4825], [-0.9572, 0.5480, -0.7587], [-3.5465, -0.6571, -1.8521], [-3.5789, 0.9159, -0.8763], [-4.0364, -0.7557, -0.0995], [-2.3366, -2.4230, 0.1664], [1.8657, -0.7319, 1.8675], [0.0630, -0.5308, 2.2976], [0.7577, -2.1285, 2.4326], [0.3787, -0.7989, -1.7848], [3.1340, 0.2787, -2.5691], [2.8299, -1.1007, -1.3802], [3.8160, 0.2063, -0.9039], [2.5909, 2.0446, 0.6201], [0.5038, 2.5712, 1.6491], [-1.5790, 1.6664, 1.0105], [-1.3731, 1.2696, -1.4720]]
}

# 3
{
  "formula": "C11H15OS",
  "method": "ωB97M-V with the def2-TZVPD basis set",
  "relative_energy_kcal_mol": 32.7,
  "fmax_ev_per_a": 7.3,
  "homo_ev": -12.557,
  "homo_lumo_gap_ev": 8.559,
  "lumo_energy_ev": -4.00,
  "charge": 1,
  "species": ["C", "C", "C", "C", "C", "C", "C", "C", "C", "C", "C", "O", "S", "H", "H", "H", "H", "H", "H", "H", "H", "H", "H", "H", "H", "H", "H", "H"],
  "positions_angstrom": [[-0.5638, 2.4975, -2.6358], [0.6613, 2.1130, -2.1374], [-1.7751, 2.0214, -2.1042], [0.6724, 1.2129, -1.0590], [-1.7520, 1.1883, -1.0477], [-0.5445, 0.7925, -0.4731], [-1.3422, 0.1379, 1.9403], [-0.4753, -0.0131, 0.7545], [-1.4066, -0.7455, 3.1449], [2.3518, -1.1875, 1.2439], [1.1098, -1.9271, -1.0652], [0.1318, -2.7286, 1.1517], [0.6165, -1.4943, 0.6003], [-0.8604, 3.1574, -3.4608], [1.4920, 2.5014, -2.7591], [-2.7523, 2.3122, -2.3692], [1.7202, 1.1388, -0.7740], [-2.4844, 0.7065, -0.5088], [-1.8814, 1.0377, 1.7126], [-1.4923, 0.0427, 3.9177], [-0.4589, -1.4231, 3.2440], [-2.2375, -1.2922, 3.0210], [2.5515, -2.1507, 1.7220], [2.1615, -0.3358, 1.9154], [2.9205, -1.1194, 0.4637], [0.2946, -1.8862, -1.8188], [1.2839, -3.0230, -1.1165], [2.0587, -1.5336, -1.5026]]
}

# 4
{
  "formula": "C11H16BBrClN3NaO5",
  "method": "ωB97M-V with the def2-TZVPD basis set",
  "fmax_ev_per_a": 3.0,
  "homo_ev": -12.659,
  "homo_lumo_gap_ev": 7.851,
  "lumo_energy_ev": -4.81,
  "charge": 1,
  "species": ["C", "C", "Cl", "C", "C", "C", "N", "C", "O", "N", "O", "C", "C", "N", "C", "C", "C", "Br", "O", "B", "O", "O", "H", "H", "H", "H", "H", "H", "H", "H", "H", "H", "H", "H", "H", "H", "H", "H", "Na"],
  "positions_angstrom": [[-3.3510, -0.4964, -1.6863], [-2.2583, -1.2786, -0.9386], [-2.6494, -3.0421, -1.0505], [-0.8507, -1.1193, -1.5128], [0.0436, -0.0704, -0.8019], [1.2247, 0.0448, -1.6803], [2.2917, -0.0932, -2.1221], [-0.7042, 1.2618, -0.9142], [0.0839, 2.3373, -0.4203], [-0.8332, 3.3778, 0.0828], [-0.5931, 3.6374, 1.1692], [0.4453, -0.4731, 0.6642], [-0.4773, 0.1755, 1.6058], [-1.0702, 0.8056, 2.3918], [1.8888, -0.1961, 1.0951], [2.2865, 1.2631, 1.3748], [3.1080, 1.9604, 0.3115], [4.7645, 1.0165, -0.0966], [0.2716, -1.8823, 0.7283], [-0.3668, -2.3765, 1.8962], [0.3692, -2.5296, 3.0465], [-1.6736, -2.7357, 1.8964], [-2.9804, -0.0640, -2.6077], [-3.6672, 0.3291, -1.0628], [-4.1798, -1.1439, -1.9004], [-2.3304, -1.0439, 0.1131], [-0.3446, -2.0630, -1.6163], [-0.9748, -0.7269, -2.5219], [-1.6678, 1.2411, -0.4245], [-0.8669, 1.4375, -1.9785], [2.0015, -0.7195, 2.0319], [2.5936, -0.6699, 0.4296], [1.4487, 1.9051, 1.6135], [2.9081, 1.2414, 2.2588], [3.4344, 2.9031, 0.7206], [2.5669, 2.1999, -0.5875], [0.5184, -1.6969, 3.4991], [-1.8628, -3.5019, 1.3479], [1.3528, 0.7223, -4.1922]]
}

# 5
{
  "formula": "C11H16BF2IN3OPtS4Sb",
  "method": "ωB97M-V with the def2-TZVPD basis set",
  "relative_energy_kcal_mol": 2.2,
  "fmax_ev_per_a": 0.2,
  "s2": 2.01,
  "spin_multiplicity": 3,
  "homo_ev": [-1.614, -2.077],
  "homo_lumo_gap_ev": [5.821, 6.158],
  "lumo_energy_ev": [4.21, 4.08],
  "charge": -2,
  "species": ["Pt", "S", "Sb", "S", "S", "S", "C", "N", "C", "C", "C", "N", "C", "C", "O", "H", "H", "H", "H", "H", "H", "H", "H", "H", "H", "H", "H", "F", "B", "F", "I", "C", "C", "C", "C", "C", "N", "H", "H", "H", "H"],
  "positions_angstrom": [[0.6098, -2.1418, -0.2181], [3.8291, -5.4062, 2.0819], [3.3981, -3.2586, 1.5208], [2.6332, -3.0985, -0.8693], [1.2539, -2.4661, 2.1764], [5.0515, -1.7220, 1.7032], [2.0031, 1.7256, -2.5129], [1.5066, 2.3532, -1.3051], [0.9392, 3.6741, -1.4804], [0.6177, 4.2874, -0.1335], [-0.2554, 3.3330, 0.6531], [0.3995, 2.0430, 0.7575], [-0.2175, 1.0812, 1.6569], [1.0851, 1.5021, -0.3054], [1.3843, 0.3147, -0.3300], [2.6829, 2.4214, -3.0117], [1.1775, 1.4771, -3.1899], [2.5378, 0.8157, -2.2608], [0.0324, 3.6140, -2.0971], [1.6717, 4.2858, -2.0163], [0.1012, 5.2404, -0.2714], [1.5437, 4.4757, 0.4163], [-1.2339, 3.2198, 0.1675], [-0.4183, 3.7046, 1.6684], [-0.5125, 1.6113, 2.5647], [0.4878, 0.2950, 1.9159], [-1.1050, 0.6282, 1.1978], [0.7320, -5.0965, 0.0601], [0.9408, -4.1050, -0.8444], [0.4718, -4.4298, -2.0940], [-2.0403, 1.2286, -2.0829], [-2.3133, -1.1482, -0.4633], [-3.6865, -1.1800, -0.2425], [-4.1841, -2.0663, 0.6891], [-3.2957, -2.8831, 1.3854], [-1.9535, -2.7884, 1.1103], [-1.4622, -1.9273, 0.1832], [-4.3221, -0.5075, -0.8013], [-5.2514, -2.1226, 0.8781], [-3.6303, -3.5900, 2.1321], [-1.2089, -3.3942, 1.6117]]
}

# 6
{
  "formula": "C11H16BrClFeINO2P",
  "method": "ωB97M-V with the def2-TZVPD basis set",
  "relative_energy_kcal_mol": 0.0,
  "fmax_ev_per_a": 5.4,
  "s2": 8.78,
  "spin_multiplicity": 6,
  "homo_ev": [-16.045, -16.022],
  "homo_lumo_gap_ev": [7.294, 6.477],
  "lumo_energy_ev": [-8.75, -9.54],
  "charge": 2,
  "species": ["C", "C", "H", "H", "H", "O", "I", "Fe", "P", "C", "C", "H", "H", "H", "C", "H", "H", "H", "H", "H", "H", "C", "O", "Cl", "Br", "C", "C", "C", "C", "N", "C", "H", "H", "H", "H"],
  "positions_angstrom": [[-2.0975, 0.6247, -2.1767], [-1.2479, -0.1887, -1.2615], [-2.3147, 0.0636, -3.0992], [-1.6137, 1.5782, -2.4278], [-3.0510, 0.8647, -1.6834], [-1.7480, -1.2242, -0.6650], [-3.2958, 2.1007, 2.7004], [-1.9996, 1.2910, 0.8458], [0.5660, -0.3201, -1.6169], [1.1887, -1.8490, -0.9247], [0.7262, -0.4472, -3.4007], [0.9223, 1.9192, -0.8415], [2.3448, 1.2382, -1.7152], [1.9955, 0.7389, -0.0304], [1.5462, 1.0277, -0.9888], [0.9072, 0.5400, -3.8456], [1.5884, -1.0954, -3.6077], [1.7262, -2.3934, -1.7123], [0.3622, -2.4625, -0.5533], [-0.1643, -0.8984, -3.8589], [1.8818, -1.6446, -0.1023], [-3.0146, -0.6387, 0.7906], [-3.5237, -1.5884, 1.2159], [-1.2831, 3.0322, -0.2615], [1.3116, -3.1044, 2.7068], [0.9487, -1.2272, 2.6787], [1.8274, -0.3195, 3.2581], [1.5521, 1.0441, 3.1213], [0.4297, 1.4386, 2.4022], [-0.4131, 0.5418, 1.8428], [-0.1951, -0.7846, 2.0103], [2.7004, -0.6853, 3.7849], [2.1878, 1.8100, 3.5616], [0.1691, 2.4897, 2.2658], [-0.9200, -1.4718, 1.5879]]
}

# 7
{
  "formula": "C11H16BrF9NOP2",
  "method": "ωB97M-V with the def2-TZVPD basis set",
  "fmax_ev_per_a": 3.7,
  "homo_ev": -2.938,
  "homo_lumo_gap_ev": 5.771,
  "lumo_energy_ev": 2.83,
  "charge": -1,
  "species": ["C", "C", "P", "C", "C", "C", "F", "F", "C", "F", "F", "C", "F", "F", "C", "F", "F", "F", "N", "C", "C", "C", "P", "O", "Br", "H", "H", "H", "H", "H", "H", "H", "H", "H", "H", "H", "H", "H", "H", "H", "H"],
  "positions_angstrom": [[-1.0169, 4.4060, 1.0253], [-1.3195, 3.5401, -0.1029], [-0.3154, 1.8769, -0.1284], [0.6756, 0.2342, -0.0950], [0.6327, -0.5153, 1.3379], [-0.3816, -1.7373, 1.3855], [-1.5423, -1.5664, 0.6070], [-0.8347, -1.8274, 2.7470], [0.2925, -3.1088, 0.9139], [1.2291, -2.8898, -0.1304], [-0.7245, -3.9087, 0.3164], [1.0789, -3.9009, 2.0555], [2.1551, -4.5672, 1.4040], [1.7012, -3.0588, 3.0002], [0.2269, -5.0757, 2.7504], [0.8209, -5.4427, 3.9794], [0.3414, -6.2272, 1.9433], [-1.0904, -4.7363, 3.0055], [0.0771, 2.2156, -1.8513], [-0.6098, 1.5022, -2.6990], [0.1704, 0.3499, -3.5231], [-2.1464, 1.6739, -3.0567], [1.4764, 3.1082, 0.4115], [2.6645, 2.8871, -0.8513], [2.4431, 2.3625, 2.3281], [-0.3281, 5.3149, 0.9468], [-1.4507, 4.2117, 2.0689], [-2.0966, 3.8151, -0.8840], [-0.6724, 1.7530, 1.2870], [-1.4954, 1.1004, -0.4351], [1.7345, 0.4502, -0.4444], [0.1674, -0.4943, -0.8236], [1.6812, -0.9702, 1.4676], [0.4775, 0.1851, 2.2124], [0.9307, -0.1986, -2.8916], [-0.5491, -0.3450, -4.0751], [0.7631, 0.9059, -4.3386], [-2.6079, 2.6112, -2.6146], [-2.3045, 1.6330, -4.1811], [-2.7349, 0.7844, -2.6253], [2.4810, 3.6491, -1.4423]]
}

# 8
{
  "formula": "C11H16BrN2S2",
  "method": "ωB97M-V with the def2-TZVPD basis set",
  "relative_energy_kcal_mol": 21.1,
  "fmax_ev_per_a": 1.9,
  "homo_ev": -10.819,
  "homo_lumo_gap_ev": 4.939,
  "lumo_energy_ev": -5.88,
  "charge": 1,
  "species": ["C", "N", "C", "C", "C", "Br", "C", "N", "C", "C", "H", "H", "H", "H", "H", "H", "H", "H", "H", "C", "C", "S", "C", "S", "C", "H", "H", "H", "H", "H", "H", "H"],
  "positions_angstrom": [[-3.7644, -0.0808, 3.5260], [-3.4660, 0.6176, 2.2916], [-4.3283, 1.7589, 2.0402], [-2.3041, 0.3843, 1.6015], [-2.2431, 0.5440, 0.1801], [-3.8262, 0.7582, -0.8850], [-1.0227, 0.3332, -0.4691], [0.0770, -0.0594, 0.1913], [0.0262, -0.2551, 1.5143], [-1.1361, -0.0546, 2.2596], [-3.0794, -0.9187, 3.6697], [-3.6944, 0.5981, 4.3868], [-4.7919, -0.4640, 3.4882], [-3.9152, 2.3910, 1.2475], [-5.3335, 1.4112, 1.7574], [-4.4192, 2.3456, 2.9707], [-0.9532, 0.4769, -1.5456], [0.9309, -0.5865, 2.0314], [-1.1296, -0.1979, 3.3383], [4.2870, -0.6023, -3.6011], [4.5849, 0.2787, -2.3939], [3.0449, 0.9488, -1.6343], [2.2099, -0.4699, -1.2954], [1.9288, -1.6082, -2.4995], [3.6475, -1.8927, -3.1023], [3.6372, -0.0869, -4.3200], [5.2317, -0.8485, -4.0961], [5.0739, -0.2937, -1.5941], [5.1919, 1.1585, -2.6422], [1.7852, -0.6244, -0.2984], [3.5614, -2.6618, -3.8798], [4.1890, -2.2993, -2.2377]]
}